[1]
Entry from the OMol25 dataset: 7 unconnected molecules or ions with the total composition C32H75O25P7 at a distorted geometry (wB97M-V/def2-TZVPD).

Each line ends with the Löwdin charge.
Geometry (Å):
C (-5.47, 2.98, -1.73)  -0.10
H (-6.14, 3.26, 4.44)  0.09
C (7.15, 2.92, 1.53)  -0.12
H (4.41, 0.73, -2.14)  0.09
H (4.23, -1.03, -2.07)  0.07
O (5.84, 2.64, 1.06)  -0.28
H (7.08, -1.81, 0.06)  0.06
H (-7.79, -1.35, 4.20)  0.11
O (7.77, -3.68, 0.50)  -0.28
P (8.43, -0.32, -6.52)  0.61
H (0.34, -0.77, 1.83)  0.07
H (5.85, -0.32, -2.09)  0.08
O (9.87, -6.02, 1.39)  -0.27
C (0.38, 0.61, 3.43)  -0.27
H (6.04, -2.44, -8.10)  0.09
H (1.57, -6.37, -3.42)  0.08
C (-6.94, 0.44, 3.34)  -0.03
O (7.39, 0.31, -5.65)  -0.28
H (-3.19, -0.99, 0.29)  0.08
O (9.09, 0.74, -7.56)  -0.24
H (7.51, 2.13, 2.19)  0.09
H (-6.53, 2.79, 1.44)  0.13
H (-4.15, 3.00, 1.26)  0.06
P (9.04, -4.64, 0.94)  0.61
H (-8.94, 6.43, -3.80)  0.09
C (-5.10, 0.16, 1.85)  -0.25
H (10.80, 0.88, -4.18)  0.09
C (-5.98, 1.03, 2.52)  -0.11
O (-6.91, 6.05, -3.96)  -0.28
H (-4.57, -1.92, 1.51)  0.11
H (8.50, -2.30, -0.87)  0.09
H (1.98, 1.59, 4.35)  0.06
C (9.48, -4.77, 3.59)  -0.11
C (2.58, -6.66, -3.15)  -0.11
H (11.02, -6.43, -0.29)  0.08
H (-2.33, 0.52, 0.17)  0.09
H (-6.98, 2.10, -4.97)  0.08
H (2.22, -3.45, -6.30)  0.08
H (-2.49, 0.55, 3.42)  -0.05
H (-7.75, 3.02, 3.60)  0.06
H (1.78, 1.95, 2.53)  0.06
O (-6.35, 3.03, -2.85)  -0.26
O (-10.92, 3.31, 7.99)  -0.24
H (4.33, -0.66, 3.26)  0.09
H (-10.16, 0.69, 7.26)  0.09
H (7.84, 3.06, 0.69)  0.08
O (2.69, -5.14, -5.17)  -0.28
O (-11.53, 4.71, 6.15)  -0.26
H (-12.89, 3.92, 8.25)  0.09
H (5.83, -1.67, -6.52)  0.08
C (8.62, 0.96, -8.89)  -0.11
H (-0.02, 0.31, 4.40)  0.09
H (-10.53, 5.40, 4.46)  0.08
C (1.42, 1.44, 3.42)  -0.02
H (-3.82, 2.75, 2.98)  0.08
H (10.65, -7.81, 0.76)  0.09
H (9.14, -4.25, 4.49)  0.09
H (8.66, -1.83, 0.85)  0.10
C (-6.20, -3.29, 3.08)  -0.05
C (-7.99, 6.93, -3.66)  -0.12
H (-5.99, 3.23, -0.81)  0.07
H (-7.91, 7.77, -4.36)  0.09
H (2.54, -7.21, -2.22)  0.09
C (-11.89, 4.14, 8.63)  -0.11
C (-5.21, -1.22, 2.03)  -0.01
H (-12.08, 6.16, 4.82)  0.09
P (-6.91, 4.55, -3.27)  0.61
C (8.03, -2.33, 0.11)  -0.12
P (3.69, -4.37, -4.05)  0.67
O (8.86, -4.15, 2.47)  -0.24
C (-5.96, 2.55, 2.35)  -0.33
H (-4.63, 3.67, -1.87)  0.09
H (1.77, -5.02, -7.00)  0.09
O (-4.17, 0.70, 0.99)  -0.15
C (-11.54, 5.22, 4.81)  -0.10
C (-6.71, 3.31, 3.49)  -0.09
O (6.92, 0.73, 0.00)  -0.27
O (4.94, -4.66, -4.85)  -0.28
O (-11.39, 2.38, 5.61)  -0.27
H (6.10, -3.15, -1.71)  0.07
C (-0.23, 0.12, 2.12)  -0.43
H (-8.49, 2.53, -5.76)  0.09
C (5.84, -3.67, -2.63)  -0.11
H (-7.90, 7.31, -2.65)  0.08
P (5.54, 1.15, 0.42)  0.63
O (-9.22, 2.46, 6.69)  -0.28
H (-0.12, 0.85, 1.30)  0.07
H (9.49, 1.79, -4.97)  0.09
O (4.45, -3.48, -2.88)  -0.30
H (-11.87, 3.92, 9.69)  0.09
C (9.78, 0.82, -4.56)  -0.11
H (3.02, -7.30, -3.92)  0.09
H (3.47, -4.52, -7.00)  0.08
H (-8.40, 0.64, 7.05)  0.09
H (9.28, 1.68, -9.36)  0.09
O (4.80, -0.17, -0.30)  -0.27
H (8.64, 0.04, -9.47)  0.08
H (7.17, -2.81, -6.78)  0.08
H (7.09, 3.86, 2.09)  0.09
H (-6.69, 4.37, 3.20)  0.08
C (-2.98, -0.06, 0.84)  -0.40
O (-7.77, 4.79, -2.07)  -0.27
H (9.39, -7.16, -0.29)  0.08
O (10.17, -3.95, 0.24)  -0.27
H (5.15, -1.44, 1.90)  0.09
H (9.18, -5.82, 3.67)  0.08
H (-12.05, 4.52, 4.14)  0.09
H (-6.24, -3.48, 4.17)  0.08
H (-7.69, 1.04, 3.88)  0.09
C (10.25, -6.90, 0.32)  -0.11
H (10.56, -4.68, 3.53)  0.09
O (-7.75, 3.99, -4.54)  -0.24
O (3.40, -5.51, -2.94)  -0.24
P (-10.58, 3.36, 6.41)  0.60
C (6.56, -2.03, -7.24)  -0.11
H (-4.60, 4.28, 2.37)  0.08
H (-5.27, -3.76, 2.74)  0.07
C (-7.93, 2.60, -4.83)  -0.11
H (6.43, -3.23, -3.43)  0.09
O (7.40, -0.95, -7.68)  -0.27
H (-9.43, 0.70, 5.62)  0.07
C (-9.32, 1.05, 6.65)  -0.12
H (-5.08, 1.96, -1.64)  0.09
O (5.15, 0.64, 1.91)  -0.24
O (9.76, -0.19, -5.56)  -0.27
C (4.51, -0.61, 2.19)  -0.10
C (-4.53, 3.19, 2.28)  -0.07
C (2.54, -4.49, -6.44)  -0.11
P (-2.02, -0.35, 2.43)  0.93
H (6.08, -4.73, -2.51)  0.09
H (-11.66, 5.19, 8.49)  0.08
H (3.55, -0.67, 1.68)  0.08
C (-6.15, -1.78, 2.89)  -0.27
C (-7.03, -0.93, 3.55)  -0.05
H (9.12, 0.55, -3.73)  0.08
H (7.61, 1.38, -8.87)  0.09
H (-7.06, -3.76, 2.59)  0.08
C (4.83, -0.19, -1.73)  -0.10
H (-8.51, 2.12, -4.04)  0.09

Computed properties:
HOMO energy: -8.19 eV
SMILES: C=CCPCOc1cc(C)ccc1C(C)C.COP(=O)(OC)OC.COP(=O)(OC)OC.COP(=O)(OC)OC.COP(=O)(OC)OC.COP(=O)(OC)OC.COP(=O)(OC)OC
Calculated total energy: -150602.4053 eV
Orbital gap: 5.9 eV

---

[2]
Entry from the OMol25 dataset: 8 unconnected molecules or ions with the total composition C32H76Cl8N4 at a distorted geometry (wB97M-V/def2-TZVPD).

Each line ends with the Löwdin charge.
Geometry (Å):
H (5.16, 1.19, 4.97)  0.08
H (-3.42, -1.87, 3.06)  0.08
C (-0.64, 2.10, -3.27)  -0.07
H (-1.62, -1.05, -3.52)  0.06
H (-2.20, 0.00, -0.08)  0.05
H (-1.29, 2.81, -2.70)  0.07
H (3.59, 2.89, -3.75)  0.10
C (1.08, 4.62, -0.17)  -0.13
H (1.99, 2.28, 2.83)  0.10
H (-0.49, 1.31, 0.49)  0.12
H (4.52, 2.62, -2.72)  0.06
H (-2.25, 0.54, -5.44)  0.11
C (-2.60, -1.13, -4.10)  -0.19
Cl (2.87, -0.83, -2.38)  0.67
H (-6.22, 2.12, -4.69)  0.13
H (5.91, -2.22, 0.55)  0.08
H (1.73, 0.23, 3.37)  0.11
H (-1.76, 0.83, 2.43)  0.06
H (6.84, 1.26, 5.43)  0.10
H (-4.91, 3.66, -3.52)  0.09
H (-1.44, -0.94, -0.79)  -0.11
C (5.79, -1.15, 2.57)  -0.20
H (0.74, -2.72, -0.18)  -0.01
C (-5.99, 1.10, -4.13)  -0.17
H (-4.07, 2.25, -5.50)  0.08
Cl (-6.65, -2.75, -2.55)  0.56
C (2.76, 2.76, -1.76)  -0.40
C (5.65, -2.30, 1.61)  -0.10
C (6.18, 0.77, 4.68)  -0.14
H (1.79, -0.31, 1.80)  0.10
C (-3.05, 0.14, -4.86)  -0.22
H (2.97, 1.36, 1.94)  0.07
H (2.79, 1.64, -1.88)  0.07
H (-5.08, -0.25, 1.61)  0.08
H (-1.57, -1.52, 0.68)  0.09
H (-4.91, 1.45, -2.65)  0.13
H (-2.06, -1.77, -4.77)  0.07
H (6.29, -0.96, 5.89)  0.10
H (6.81, -0.74, 2.54)  0.11
N (-3.60, 1.11, -3.93)  -0.15
C (1.42, 0.45, 2.40)  -0.37
H (0.02, 4.49, -1.82)  0.10
H (4.15, -1.54, 6.51)  0.07
H (1.60, -2.84, -0.82)  -0.10
C (1.06, 4.33, -1.62)  -0.26
Cl (0.90, -4.62, 2.95)  0.58
H (6.26, -3.13, 1.87)  0.07
H (-3.89, -4.08, -2.33)  0.04
C (0.91, -3.14, 2.02)  -0.61
Cl (2.66, -4.02, 0.11)  0.79
H (-2.01, 0.44, 4.71)  0.09
H (7.09, -0.75, 4.59)  0.09
C (-0.15, 0.30, 0.57)  -0.14
N (1.40, 2.89, -1.87)  -0.14
C (-0.99, 0.13, 4.23)  -0.12
N (5.59, -1.48, 4.09)  -0.15
H (-0.13, 0.41, 5.08)  0.13
H (-3.61, -3.93, -0.76)  0.10
H (2.90, -2.46, 5.77)  0.01
C (1.20, -1.23, -2.21)  -0.66
C (-4.54, -1.69, 3.31)  -0.62
H (0.60, 0.08, 0.09)  -0.01
H (-6.33, 0.31, -4.94)  0.11
H (3.65, -0.74, 4.26)  0.12
Cl (-0.70, -3.31, -1.62)  0.67
H (0.55, -0.96, -3.06)  0.06
H (-3.65, 4.66, -4.28)  0.05
C (-4.86, -0.25, 2.72)  -0.67
H (1.45, -3.67, -2.35)  0.10
C (4.19, -1.72, 4.36)  -0.25
C (-3.80, 3.70, -3.88)  -0.05
H (4.62, -2.67, 1.49)  0.01
H (-1.10, -1.03, 4.12)  0.09
H (-6.02, -3.38, -0.31)  0.03
H (-3.84, 0.12, 2.90)  0.05
H (-4.32, -1.71, 4.32)  0.04
C (6.17, -0.56, 4.99)  -0.37
H (0.88, 3.44, -4.00)  0.12
Cl (-3.82, -1.76, -1.86)  0.71
H (3.82, -2.54, 3.76)  0.09
H (6.09, 1.28, 3.64)  0.12
H (0.71, -0.45, -1.50)  0.07
H (1.80, 2.00, 1.00)  0.08
H (3.10, 2.99, -0.63)  0.18
Cl (-5.60, -2.95, 2.51)  0.51
H (-6.73, 0.91, -3.28)  0.10
H (-3.25, -1.78, -3.69)  -0.08
H (1.77, 4.96, -2.22)  0.14
H (-0.19, -2.73, 1.99)  0.09
H (-2.79, 2.49, -5.14)  0.02
H (-0.65, 1.83, 3.06)  0.15
C (0.83, 2.62, -3.27)  -0.18
H (-0.84, 1.19, -2.71)  0.06
C (-4.87, 0.66, -3.46)  -0.39
H (-3.16, 3.78, -2.93)  0.08
H (1.75, -2.57, 2.36)  0.03
C (1.08, -3.57, 0.50)  -0.78
H (0.79, 5.73, -0.05)  0.10
C (-4.26, -3.46, -1.59)  -0.60
H (4.36, -3.30, 5.89)  0.09
C (1.96, 1.59, 2.00)  -0.11
H (-1.04, 2.04, -4.20)  0.01
H (-5.81, -4.72, -1.43)  0.05
C (3.89, -2.31, 5.78)  -0.06
H (2.11, 4.80, 0.12)  0.06
H (4.05, 3.91, -2.60)  0.06
C (-1.36, -0.60, 0.07)  -0.08
H (5.22, -0.30, 2.18)  0.09
C (3.61, 3.02, -2.72)  -0.16
H (0.55, 4.19, 0.71)  0.08
C (1.03, -2.77, -1.79)  -0.63
H (1.25, 1.70, -3.66)  0.09
H (-3.76, -0.46, -5.40)  0.11
H (-4.83, -0.43, -3.11)  0.04
C (-5.75, -3.69, -1.31)  -0.59
N (0.12, 0.03, 2.01)  -0.13
H (0.46, -4.24, 0.49)  -0.07
C (-0.84, 0.72, 2.86)  -0.31
C (-3.59, 2.41, -4.65)  -0.27
Cl (-6.27, 0.36, 3.59)  0.56

Computed properties:
HOMO energy: -8.04 eV
SMILES: CCN(CC)CC.CCN(CC)CC.CCN(CC)CC.CCN(CC)CC.ClCCCl.ClCCCl.ClCCCl.ClCCCl
Calculated total energy: -140532.0438 eV
Orbital gap: 8.4 eV

---

> Which of these has the lowest HOMO energy?

C32H75O25P7